Entry from OMol25: C45H99F3N4O10Y as an isolated structure in a non-equilibrium geometry (ωB97M-V/def2-TZVPD).

For the LUMO energy, the calculation gives -6.17 eV. As for the charge: +1. Its HOMO energy is -9.78 eV.

Positions of all 162 atoms, in Å:
H (-7.94, 1.24, 0.45)
H (-1.08, -0.10, -0.03)
N (4.66, 3.51, 0.54)
H (3.53, -3.11, 1.17)
C (6.07, -7.92, 0.13)
H (2.82, 0.02, -2.77)
H (2.08, 4.53, 0.00)
C (-8.66, -1.41, 0.53)
H (5.43, 1.04, 0.96)
H (5.81, -4.07, 0.46)
C (-5.60, -1.51, -2.41)
H (-2.96, 3.42, -3.38)
H (2.92, 1.49, -0.14)
H (-1.21, 1.85, -1.27)
H (-4.42, 7.53, 2.00)
H (-3.16, 8.63, 2.57)
O (-1.02, 1.10, -3.99)
C (2.06, -8.92, -0.90)
N (-3.64, 5.32, 3.16)
H (3.37, 6.50, 1.52)
H (1.77, -6.96, -2.45)
C (-0.14, 0.24, -0.48)
C (-4.42, -3.05, -0.91)
H (2.60, -5.54, -1.67)
H (6.32, -6.95, 0.56)
C (6.15, -3.21, -0.12)
C (2.36, -7.48, -0.42)
C (-2.16, 6.34, 1.45)
H (-4.33, 2.12, 2.20)
H (-2.95, 6.48, 0.70)
H (-1.50, -1.76, -1.90)
O (5.08, -1.23, -1.13)
H (5.31, -9.81, -1.55)
C (-4.43, 3.02, 2.82)
H (5.92, -7.46, -2.53)
H (4.32, -6.42, 1.56)
N (3.73, -7.42, 0.14)
C (-4.16, -0.53, -0.64)
H (4.27, -3.08, -1.04)
H (-1.82, 6.21, 4.86)
H (-1.37, 3.93, 3.87)
C (1.44, -7.31, 0.80)
C (-1.56, 4.98, 1.15)
F (0.29, -2.33, 0.14)
H (-2.21, 5.24, -2.17)
O (2.38, -0.62, -3.37)
H (-5.37, 3.50, 2.53)
C (4.08, -2.21, 0.87)
H (2.35, 1.15, 1.45)
H (0.40, -7.09, 0.51)
H (3.35, -1.41, 0.81)
H (4.38, -7.14, -2.87)
H (1.88, 2.65, 0.79)
C (4.49, -9.32, -1.03)
O (-0.19, -1.81, -3.40)
H (-3.71, -3.01, -0.09)
C (4.89, -2.44, -0.39)
H (-0.47, 2.20, 0.32)
H (2.72, 5.91, -1.04)
H (6.20, 5.92, 0.14)
H (5.27, -1.47, -2.04)
H (2.14, 4.74, 2.20)
C (-5.14, -1.69, -0.94)
C (-0.42, -1.67, -2.07)
C (-3.22, 3.97, 2.81)
C (5.31, 5.65, -0.44)
H (-1.97, 2.32, 3.60)
H (6.73, -3.53, -0.98)
H (-6.49, 1.25, -0.25)
C (4.18, 4.87, 0.21)
H (-1.28, 2.14, -4.40)
C (4.82, -7.86, -0.75)
H (6.83, -2.63, 0.51)
H (-5.06, 5.70, 4.31)
H (4.41, 3.25, 3.49)
H (2.05, -9.67, -0.12)
H (1.13, -5.91, -1.18)
C (-2.58, 3.92, 1.43)
C (2.73, 1.97, 0.82)
C (-3.69, 7.70, 2.79)
H (5.01, 6.60, -0.89)
H (-2.71, 3.41, 4.86)
H (-6.70, 0.56, 1.43)
H (-1.42, 7.10, 1.18)
H (5.86, -8.57, 0.98)
H (3.11, -10.61, -1.78)
H (1.61, -6.43, 1.43)
H (-6.35, 0.57, -2.52)
C (-7.42, -0.80, -0.14)
H (-0.79, 4.15, -2.32)
H (-9.51, -0.73, 0.60)
C (5.04, 1.53, 1.86)
C (3.99, 2.56, 1.43)
N (-6.32, -1.79, -0.07)
H (0.73, 0.08, 0.16)
C (2.02, -6.45, -1.53)
H (1.33, -8.21, 1.40)
H (-2.15, 2.92, 1.29)
H (4.63, 0.80, 2.56)
H (0.46, 2.22, -1.27)
H (-5.48, -1.14, 1.52)
H (-5.91, -2.52, -2.67)
O (4.00, -6.13, 0.70)
C (5.05, -7.04, -2.01)
H (-1.54, 7.70, 4.17)
O (-4.16, 5.41, 4.46)
H (-2.88, 4.76, -4.48)
H (-3.48, -0.72, 0.20)
C (3.17, -9.52, -1.78)
H (-0.74, 4.72, 1.84)
F (-0.44, -3.83, -1.17)
C (0.28, -2.71, -1.14)
H (6.17, 2.88, -0.37)
F (1.57, -2.95, -1.48)
H (-0.68, 6.24, 3.56)
H (6.96, -8.33, -0.34)
H (-3.75, -3.09, -1.78)
H (-3.41, 4.05, 0.72)
C (-2.24, 4.07, -3.91)
C (-1.63, 6.66, 3.87)
H (5.80, 2.06, 2.41)
C (-2.76, 6.48, 2.84)
C (-0.31, 1.75, -0.66)
H (-1.06, 5.00, 0.18)
C (-7.07, 0.57, 0.40)
H (1.07, -8.82, -1.35)
Y (0.64, -0.20, -4.92)
H (2.64, -1.49, -3.04)
C (-7.80, -0.75, -1.64)
H (-1.60, 0.97, -3.23)
C (3.16, 4.75, 2.62)
H (4.86, 5.89, 2.02)
C (-6.69, -0.46, -2.64)
H (-4.73, 2.56, 3.77)
H (-8.98, -2.34, 0.06)
C (3.92, 5.56, 1.56)
H (-8.71, -0.14, -1.73)
O (-0.03, -0.33, -1.78)
H (4.30, -9.84, -0.08)
O (5.23, 2.88, -0.60)
H (-5.07, -3.90, -1.05)
C (2.89, 4.93, -0.61)
H (-3.58, -0.45, -1.56)
O (-5.88, -1.99, 1.27)
H (4.77, -2.12, 1.72)
H (5.68, 5.04, -1.27)
H (-4.76, -1.24, -3.05)
H (3.09, 5.31, 3.56)
H (-4.23, 7.79, 3.74)
H (-1.03, 5.76, -3.28)
H (-8.36, -1.61, 1.56)
H (2.87, 4.23, -1.46)
H (-8.11, -1.75, -1.95)
O (-1.39, 3.29, -4.69)
C (-2.29, 3.33, 3.86)
H (2.69, 2.82, 3.09)
C (-1.43, 4.84, -2.85)
H (5.13, -5.97, -1.84)
H (-4.60, 0.39, -0.27)
C (3.61, 3.30, 2.75)
H (-6.99, -0.77, -3.64)
H (3.15, -9.22, -2.83)